Computed, not measured: 2 unconnected molecules or ions with the total composition C3H14N6, with the ωB97M-V functional and the def2-TZVPD basis.

Computed properties:
**Lowest unoccupied orbital energy**: -6.2 eV
**Max |F|**: 4.56 eV Å⁻¹
**Molar mass**: 134.187 g mol⁻¹
**Net charge**: +2
**Relative energy (zero: lowest compared OMol25 entry of this formula, charge and spin)**: 2.3 kcal per mole

```
23
Properties=species:S:1:pos:R:3:nbo_charge:R:1
C 2.86855 0.04536 -0.57052 -0.11
C 3.93614 0.48968 0.54475 0.52
C 2.09432 -1.10223 -0.48625 0.43
N 2.50308 1.08860 -1.42962 -0.84
N 4.71277 1.47804 0.14239 -0.73
N 1.07359 -1.14666 -1.43687 -0.81
N 2.35989 -2.13691 0.25916 -0.77
N 4.06019 -0.01180 1.81326 -0.78
N -7.83280 0.25985 0.46878 -0.89
H 2.60486 1.99456 -1.17233 0.37
H 2.75944 1.16732 -2.47212 0.38
H 4.54224 1.97918 -0.79312 0.44
H 5.18455 2.00353 0.79460 0.40
H 0.23341 -1.77764 -1.32756 0.41
H 1.08911 -0.61637 -2.26896 0.42
H -7.32302 0.67078 1.26965 0.46
H 1.90355 -3.00783 0.11521 0.42
H 3.33948 -0.59752 2.27000 0.43
H 4.49738 0.68596 2.46188 0.41
H 3.22481 -2.18045 0.82003 0.42
H -8.85618 0.02305 0.56631 0.50
H -7.54923 0.87739 -0.33133 0.47
H -7.13913 -0.47934 0.32436 0.46
```

Computed, not measured: 3 unconnected molecules or ions with the total composition C3H14NO2, with the ωB97M-V functional and the def2-TZVPD basis.

Computed properties:
**Lowest unoccupied orbital energy (spin up / spin down)**: 0.6 / 0.6 eV
**Multiplicity**: 2
**Max |F|**: 5.02 eV Å⁻¹
**Molar mass**: 96.150 g mol⁻¹
**Net charge**: 0
**Relative energy (zero: lowest compared OMol25 entry of this formula, charge and spin)**: 36.0 kcal per mole

```
20
Properties=species:S:1:pos:R:3:mulliken_spin:R:1
C 0.19224 0.34059 -0.01280 0.56
C 0.44521 0.56233 1.41598 0.61
C 1.19294 1.81272 1.72718 -0.04
N -0.75927 -0.74550 -0.38777 1.01
H 1.17418 0.16220 -0.59303 0.27
H -0.05438 1.29288 -0.41685 -0.03
H -0.40696 0.46236 2.11979 -0.07
H 0.92992 -0.50248 1.77139 0.02
H 0.52997 2.72532 1.89609 0.00
H 1.80539 2.06852 0.82888 -0.01
H 1.78431 1.62860 2.63051 -0.02
H -1.17281 -1.26128 0.48384 -0.37
H -0.38310 -1.55038 -0.96912 -0.51
H -1.58706 -0.39298 -0.90607 -0.31
H 1.59901 -1.62056 0.69146 0.08
H 2.16205 -2.54306 -0.54426 0.00
O 1.33540 -2.13834 -0.11525 -0.30
H -3.05125 0.22639 -2.64391 0.01
H -2.01839 1.37353 -2.46040 -0.07
O -2.20769 0.49529 -2.12925 0.17
```

Computed, not measured: 3 unconnected molecules or ions with the total composition C3H14NO2, with the ωB97M-V functional and the def2-TZVPD basis.

Computed properties:
**Lowest unoccupied orbital energy (spin up / spin down)**: 0.7 / 0.5 eV
**Multiplicity**: 2
**Max |F|**: 2.10 eV Å⁻¹
**Molar mass**: 96.150 g mol⁻¹
**Net charge**: 0
**Relative energy (zero: lowest compared OMol25 entry of this formula, charge and spin)**: 3.3 kcal per mole

```
20
Properties=species:S:1:pos:R:3:mulliken_spin:R:1
C 0.23618 -0.03191 -0.93694 0.78
C -1.17025 0.47904 -0.63821 0.29
C -1.92116 0.61747 -1.99129 -0.01
N 0.87447 -0.40712 0.37952 -0.24
H 0.81837 0.77280 -1.40488 0.09
H 0.19391 -0.91546 -1.60322 -0.07
H -1.73076 -0.17224 0.03189 0.02
H -1.08336 1.44305 -0.12255 0.04
H -2.19769 -0.31981 -2.43545 -0.03
H -1.36760 1.21415 -2.72757 -0.02
H -2.85735 1.19616 -1.78882 0.00
H 0.28303 -1.08622 0.90684 0.11
H 1.00505 0.45289 0.93648 -0.14
H 1.79029 -0.93723 0.28466 -0.36
H 2.14482 2.12405 2.56878 -0.08
H 1.94881 2.99858 1.30838 -0.05
O 1.93853 2.09066 1.62568 0.28
H -0.04543 -3.40879 1.22586 -0.10
H 0.72969 -3.32129 2.56423 -0.26
O 0.41043 -2.78879 1.81661 0.76
```

Computed, not measured: 3 unconnected molecules or ions with the total composition C3H14NO2, with the ωB97M-V functional and the def2-TZVPD basis.

Computed properties:
**Lowest unoccupied orbital energy**: -2.9 eV
**Max |F|**: 5.84 eV Å⁻¹
**Molar mass**: 96.150 g mol⁻¹
**Net charge**: +1
**Relative energy (zero: lowest compared OMol25 entry of this formula, charge and spin)**: 45.9 kcal per mole

```
20
Properties=species:S:1:pos:R:3:nbo_charge:R:1
C -1.32261 -0.44339 -1.76260 -0.64
C -1.01489 0.77865 -0.71050 -0.20
N -0.22611 0.27147 0.64385 -0.57
C -0.28208 1.00517 1.86986 -0.42
H -1.94469 -1.10551 -1.23937 0.23
H -0.25119 -0.74975 -2.26380 0.23
H -1.83504 0.07597 -2.61422 0.26
H -1.86814 1.37410 -0.32963 0.23
H -0.25177 1.43936 -1.20607 0.23
H -0.47346 -0.71494 0.64437 0.46
H 0.72546 0.07177 0.20930 0.47
H -0.99200 1.83895 1.80092 0.23
H -0.69189 0.38519 2.57424 0.23
H 0.68052 1.44442 2.18889 0.24
H 3.04997 1.45617 0.53437 0.50
H 2.83516 1.40794 -1.04973 0.50
O 2.40443 1.29497 -0.21516 -0.99
H -0.56726 -3.18249 0.75064 0.50
H -0.08359 -2.76362 -0.74501 0.50
O -0.03341 -2.66002 0.19736 -0.98
```